66
Properties=species:S:1:pos:R:3:nbo_charge:R:1 method="wB97M-V/def2-TZVPD" gap_ev=5.125 e_above_lowest_kj_mol=59.4 lumo_ev=-1.49 total_energy_ev=-184694.994
Zr 0.300 -0.086 0.116 1.9216
O -3.605 -1.760 1.614 -0.6364
C -2.367 -1.355 1.413 0.8052
O -1.881 -1.188 0.313 -0.5749
C -1.542 -1.157 2.635 0.0824
C -1.877 -1.514 3.922 -0.1808
C -0.898 -1.382 4.907 -0.1444
C 0.366 -0.935 4.565 -0.1762
C 0.604 -0.586 3.243 0.1331
N -0.342 -0.675 2.322 -0.4779
C 1.949 -0.138 2.702 0.7733
O 2.919 -0.124 3.418 -0.5724
O 1.890 0.180 1.440 -0.8394
H -4.038 -1.852 0.749 0.5203
H -2.863 -1.898 4.144 0.2486
H -1.123 -1.654 5.929 0.2355
H 1.174 -0.855 5.279 0.2595
Se -1.829 1.633 -0.093 -0.5728
Te -0.948 3.488 -1.485 0.1223
Te -0.093 1.948 -3.626 0.0853
Se 0.198 -0.288 -2.530 -0.4975
C -0.682 -5.495 1.692 -0.6040
C -0.464 -4.334 0.726 -0.2148
C -1.537 -4.313 -0.366 -0.6015
C 0.919 -4.314 0.105 -0.0518
C 1.638 -5.471 -0.155 -0.2185
C 2.902 -5.409 -0.724 -0.2069
C 3.454 -4.179 -1.033 -0.2281
C 2.764 -2.991 -0.805 0.0255
C 3.402 -1.669 -1.160 -0.2265
C 3.802 -1.603 -2.635 -0.6006
C 4.584 -1.358 -0.243 -0.6000
C 1.488 -3.081 -0.245 0.2765
O 0.748 -1.969 -0.008 -0.8733
H -1.651 -5.397 2.184 0.2034
H 0.094 -5.526 2.459 0.2137
H -0.682 -6.456 1.174 0.2039
H -0.559 -3.405 1.296 0.1906
H -1.467 -5.211 -0.983 0.2112
H -1.417 -3.444 -1.016 0.2292
H -2.540 -4.283 0.072 0.1887
H 1.216 -6.435 0.099 0.2091
H 3.457 -6.317 -0.919 0.2102
H 4.445 -4.134 -1.468 0.2100
H 2.661 -0.883 -1.009 0.1933
H 4.583 -2.331 -2.866 0.1991
H 4.188 -0.611 -2.875 0.2097
H 2.944 -1.800 -3.278 0.2248
H 5.365 -2.114 -0.352 0.2018
H 4.280 -1.330 0.804 0.2210
H 5.017 -0.388 -0.496 0.2062
C 2.637 2.617 -0.690 -0.5924
C 2.570 2.944 0.782 -0.0675
O 1.224 2.828 1.230 -0.5438
C 1.121 3.160 2.604 -0.0596
C -0.318 3.065 3.055 -0.6187
H 3.673 2.534 -1.020 0.2226
H 2.127 3.366 -1.289 0.2324
H 2.154 1.657 -0.920 0.1794
H 2.921 3.969 0.955 0.1730
H 3.205 2.268 1.364 0.1843
H 1.498 4.180 2.753 0.1725
H 1.765 2.493 3.194 0.1650
H -0.953 3.714 2.453 0.2256
H -0.397 3.361 4.103 0.2107
H -0.701 2.050 2.948 0.2003

26
Properties=species:S:1:pos:R:3:mulliken_spin:R:1 method="wB97M-V/def2-TZVPD" charge=-1 spin_multiplicity=7 gap_ev="6.991 / 7.086" lumo_ev="2.46 / 2.55" total_energy_ev=-70142.993 s_squared=12.71
Tb 0.255 -1.183 -2.227 6.0469
Cl 0.970 1.219 -1.684 -0.0082
C -0.972 -0.373 -4.066 -0.0160
C 1.990 -1.280 -3.736 -0.0340
H -0.541 -0.804 -4.988 -0.0029
H -2.048 -0.279 -4.246 0.0071
H -0.675 0.691 -4.043 -0.0024
H 1.773 -1.594 -4.763 -0.0044
H 3.013 -1.562 -3.479 0.0034
H 2.103 -0.179 -3.764 -0.0012
Tl -0.322 0.366 0.575 0.0466
C -2.140 1.390 0.280 0.0019
C 0.119 -1.794 0.204 -0.0375
H -2.691 0.939 -0.581 -0.0006
H -2.650 1.249 1.269 0.0001
H -1.886 2.464 0.099 -0.0003
H 0.552 -2.094 1.184 -0.0036
H -0.820 -2.357 0.287 0.0027
F 0.180 0.835 6.074 0.0000
C 0.717 1.176 4.884 0.0000
F 0.346 2.426 4.516 0.0000
F 2.068 1.180 4.990 0.0000
S 0.207 -0.011 3.547 0.0019
O 0.930 -1.237 3.763 -0.0001
O -1.255 0.000 3.497 0.0000
O 0.780 0.812 2.407 0.0005

97
Properties=species:S:1:pos:R:3:mulliken_charge:R:1 method="wB97M-V/def2-TZVPD" charge=+1 gap_ev=2.896 lumo_ev=-5.00 total_energy_ev=-56541.447
C -6.306 6.372 -3.719 -0.7798
O -5.829 5.054 -4.071 -0.4294
C -4.714 4.569 -3.453 0.6854
C -4.480 3.171 -3.509 -0.7775
C -3.498 2.595 -2.731 -0.3671
C -2.511 3.388 -2.084 -0.1510
C -1.237 2.839 -1.666 -0.3667
C -0.052 3.311 -2.277 0.6213
C 1.241 2.771 -1.972 -0.2936
C 2.381 3.230 -2.597 -0.8305
C 2.327 4.391 -3.427 0.5098
O 3.450 5.130 -3.630 -0.3650
C 3.275 6.527 -3.976 -0.8084
C 1.063 4.842 -3.874 -0.7833
C -0.076 4.319 -3.304 -0.1996
C -2.766 4.787 -2.026 -0.8443
C -3.831 5.371 -2.688 -0.0824
H -7.356 6.348 -4.017 0.2566
H -6.224 6.605 -2.645 0.3549
H -5.751 7.126 -4.294 0.3355
H -5.107 2.559 -4.157 0.4337
H -3.386 1.512 -2.700 0.4557
H -1.198 1.972 -1.007 0.8071
H 1.286 1.980 -1.217 0.4388
H 3.341 2.762 -2.397 0.5511
H 4.276 6.943 -3.871 0.2559
H 2.910 6.639 -5.007 0.3408
H 2.577 7.043 -3.299 0.3964
H 0.991 5.670 -4.589 0.3536
H -1.027 4.728 -3.644 0.3444
H -2.077 5.428 -1.472 0.4776
H -3.989 6.452 -2.641 0.4022
C 0.116 -2.398 7.552 -1.6030
C 0.189 -2.704 6.082 0.7912
C 1.274 -2.245 5.327 -1.3146
C 1.466 -2.679 4.010 0.7286
C 2.804 -2.522 3.356 -1.2427
C 0.387 -3.305 3.367 0.4221
N 0.444 -3.570 1.964 1.4534
C 0.546 -2.697 0.911 -0.2712
C 1.082 -1.306 0.943 0.7933
C 0.460 -0.154 1.607 0.7414
C 1.340 1.002 1.892 -2.6303
C -0.788 -0.340 2.272 0.9420
C -1.785 -1.200 1.749 0.3448
C -2.885 -1.554 2.518 -0.8920
C -2.967 -1.123 3.845 -0.3761
C -2.074 -0.167 4.331 -0.7013
C -1.039 0.281 3.527 -1.0355
O 2.200 -1.118 0.395 -0.8077
N 0.843 -3.469 -0.189 0.5975
C 1.455 -3.039 -1.400 0.1912
C 0.828 -2.059 -2.179 1.0668
C -0.522 -1.530 -1.811 -0.8469
C 1.526 -1.514 -3.263 -1.3142
C 2.779 -2.014 -3.635 0.5598
C 3.522 -1.429 -4.795 -1.5192
C 3.368 -3.004 -2.852 -1.2418
C 2.736 -3.512 -1.712 1.1428
C 3.538 -4.354 -0.775 -1.4549
C 0.704 -4.806 0.153 -1.9974
C 0.475 -4.877 1.466 -0.2658
C -0.694 -3.816 4.103 0.9674
C -1.808 -4.581 3.478 -1.7321
C -0.800 -3.459 5.452 -1.2100
H -0.860 -2.694 7.956 0.3614
H 0.894 -2.938 8.118 0.3311
H 0.263 -1.325 7.741 0.3643
H 2.012 -1.573 5.776 0.3927
H 3.176 -3.476 2.942 0.2569
H 2.817 -1.771 2.554 0.2095
H 3.525 -2.187 4.121 0.5039
H 0.819 1.969 1.816 0.3877
H 1.781 0.948 2.903 0.4733
H 2.164 0.985 1.171 0.3847
H -1.688 -1.580 0.731 0.0545
H -3.651 -2.206 2.090 0.5101
H -3.724 -1.544 4.505 0.4295
H -2.170 0.225 5.345 0.4342
H -0.350 1.033 3.911 0.3412
H -0.899 -0.875 -2.613 0.5525
H -1.261 -2.327 -1.633 0.2293
H -0.452 -0.913 -0.901 -0.2229
H 1.095 -0.673 -3.816 0.3536
H 4.299 -2.111 -5.144 0.4033
H 2.847 -1.211 -5.627 0.3886
H 4.009 -0.486 -4.518 0.2533
H 4.378 -3.353 -3.081 0.3560
H 4.454 -4.653 -1.300 0.4657
H 3.850 -3.775 0.112 0.2234
H 3.048 -5.276 -0.442 0.3497
H 0.877 -5.574 -0.581 0.7732
H 0.383 -5.725 2.124 0.9002
H -2.411 -5.033 4.275 0.4747
H -2.473 -3.915 2.914 0.1785
H -1.481 -5.385 2.812 0.3877
H -1.695 -3.750 6.010 0.2703

24
Properties=species:S:1:pos:R:3:nbo_charge:R:1 method="wB97M-V/def2-TZVPD" gap_ev=8.395 lumo_ev=0.12 total_energy_ev=-52880.807
O 1.317 2.330 0.420 -0.6233
C 1.412 1.160 0.757 0.6283
N 0.506 0.235 0.340 -0.4461
N -0.529 0.679 -0.459 -0.4086
C -1.502 -0.030 -1.048 0.1595
C -1.755 -1.411 -0.918 -0.1497
Cl -0.764 -2.457 0.066 0.0051
C -2.822 -1.989 -1.582 0.0442
N -3.654 -1.321 -2.355 -0.4345
C -3.453 -0.020 -2.503 0.0333
C -2.421 0.652 -1.889 -0.1144
Cl -2.220 2.357 -2.132 0.0178
C 2.476 0.646 1.614 -0.3163
C 3.484 1.396 2.161 -0.1873
C 4.370 0.636 2.946 -0.2578
C 4.031 -0.680 2.990 -0.3823
S 2.623 -1.023 2.074 0.4322
H 0.509 -0.747 0.588 0.4181
H -0.441 1.678 -0.650 0.4467
H -3.015 -3.048 -1.482 0.2064
H -4.149 0.502 -3.143 0.2093
H 3.565 2.454 1.993 0.2465
H 5.221 1.048 3.457 0.2315
H 4.525 -1.479 3.507 0.2412

15
Properties=species:S:1:pos:R:3:nbo_charge:R:1 method="wB97M-V/def2-TZVPD" spin_multiplicity=3 gap_ev="7.918 / 7.320" e_above_lowest_kj_mol=276.7 lumo_ev="0.74 / -1.94" total_energy_ev=-26978.705 s_squared=2.01
C -0.747 1.567 0.741 -0.0075
C -0.226 1.415 -0.334 -0.0256
C 0.595 -2.521 -1.011 -0.2896
C -1.427 1.463 2.029 -0.6731
C 0.434 1.428 -1.557 -0.6912
S 0.534 -2.512 0.727 0.0430
S 1.709 -3.636 -1.737 -0.0341
H -0.609 -1.978 0.824 0.1244
H -0.722 1.697 2.874 0.2291
H -2.146 2.261 1.949 0.2364
H -1.784 0.494 2.144 0.2254
H -0.186 1.167 -2.390 0.2305
H 1.290 0.809 -1.740 0.2383
H 0.670 2.445 -1.734 0.2367
H 2.614 -4.098 -0.787 0.1572

75
Properties=species:S:1:pos:R:3:mulliken_charge:R:1 method="wB97M-V/def2-TZVPD" charge=+1 gap_ev=6.247 lumo_ev=-3.61 total_energy_ev=-113616.012
Ga -0.251 0.057 0.219 0.3701
N -0.300 0.021 -1.967 0.0538
C -1.337 -0.600 -2.743 -0.0747
C -1.559 -0.249 -4.069 -0.3954
C -2.535 -0.912 -4.789 -0.7120
C -3.281 -1.926 -4.194 -0.8790
C -3.072 -2.250 -2.870 -0.3923
C -2.099 -1.575 -2.127 0.3237
P -1.915 -1.808 -0.343 0.5403
C -3.650 -1.683 0.171 0.5885
C -4.175 -0.403 0.336 -0.5715
C -5.507 -0.233 0.665 -0.7697
C -6.322 -1.342 0.843 -0.5914
C -5.806 -2.618 0.676 -0.7442
C -4.472 -2.793 0.338 -0.1208
C -1.370 -3.521 -0.147 0.6312
C -1.595 -4.232 1.029 -0.3272
C -1.095 -5.515 1.170 -0.8250
C -0.348 -6.091 0.153 -0.6425
C -0.107 -5.384 -1.015 -0.8269
C -0.614 -4.105 -1.166 -0.5387
H -0.173 0.991 -2.238 -0.5763
H 0.600 -0.429 -2.135 0.3444
H -0.963 0.525 -4.534 0.5252
H -2.709 -0.647 -5.821 0.4235
H -4.035 -2.448 -4.764 0.4646
H -3.674 -3.014 -2.398 0.4769
H -3.540 0.472 0.212 0.3520
H -5.907 0.764 0.791 0.4449
H -7.360 -1.209 1.112 0.4223
H -6.440 -3.483 0.807 0.4537
H -4.085 -3.793 0.200 0.4018
H -2.178 -3.802 1.833 0.4591
H -1.288 -6.062 2.082 0.4660
H 0.044 -7.091 0.272 0.4277
H 0.468 -5.831 -1.813 0.4554
H -0.432 -3.569 -2.089 0.3825
C -2.179 -1.245 3.183 -0.6777
Si -0.311 -1.243 3.321 0.1488
C 0.010 -0.046 4.730 -1.1986
C 0.306 -2.977 3.696 -1.0428
N 0.449 -0.642 1.812 0.8125
C 1.749 -0.133 1.957 0.3857
C 2.607 -0.499 2.994 -0.5079
C 3.840 0.096 3.154 -0.9249
C 4.220 1.113 2.292 -1.2589
C 3.386 1.482 1.258 -0.5164
C 2.170 0.832 1.027 0.4884
N 1.288 1.125 -0.028 0.9310
Si 1.584 2.688 -0.848 0.2942
C 3.138 2.603 -1.906 -1.0813
C 0.259 3.200 -2.107 -1.4261
C 1.524 4.061 0.426 -1.0566
H -2.567 -1.689 4.100 0.4377
H -2.602 -1.818 2.366 -0.0396
H -2.581 -0.233 3.117 0.2702
H -0.703 -0.299 5.520 0.3875
H -0.211 0.975 4.418 0.3244
H 1.001 -0.051 5.171 0.3957
H -0.344 -3.470 4.420 0.3794
H 1.311 -2.988 4.109 0.5095
H 0.323 -3.583 2.794 0.2248
H 2.322 -1.290 3.669 0.1621
H 4.498 -0.221 3.950 0.4349
H 5.169 1.613 2.420 0.4087
H 3.715 2.274 0.605 0.2924
H 3.080 1.716 -2.542 0.3275
H 4.087 2.553 -1.383 0.4016
H 3.172 3.468 -2.569 0.3725
H 0.192 2.621 -3.028 0.4248
H 0.624 4.177 -2.430 0.4518
H -0.739 3.370 -1.702 0.3399
H 2.347 4.083 1.135 0.3903
H 0.600 3.962 1.001 0.3191
H 1.489 5.028 -0.076 0.3956